Here is C29H34As2BCrF4N5O9S as an isolated structure from the Open Molecules 2025 dataset. Energies are from ωB97M-V/def2-TZVPD.

Atoms and positions in Å:
Cr1 0.90993 0.96005 1.15302
C1 4.15062 1.49498 -1.63989
C2 2.94451 1.58625 -0.77949
N1 2.48104 0.60542 -0.07726
N2 3.07604 -0.62732 -0.01192
C3 2.45171 -1.32557 0.89138
O1 1.35839 -0.89748 1.52654
C4 2.99810 -2.64261 1.24379
C5 2.39279 -3.32908 2.28225
C6 2.90199 -4.56202 2.69829
C7 4.02382 -5.06785 2.02417
C8 4.64543 -4.39503 1.00280
C9 4.12001 -3.16991 0.59290
C10 2.17636 2.86091 -0.64508
C11 2.57158 3.99817 -1.28875
C12 1.84035 5.17269 -1.12753
C13 0.71118 5.10872 -0.25899
C14 0.38649 3.91254 0.36063
N3 1.08543 2.81828 0.13647
H1 4.59285 0.52659 -1.45698
H2 4.87025 2.23166 -1.31931
H3 3.89511 1.60664 -2.70833
H4 1.55621 -2.92124 2.80932
H5 2.44727 -5.18114 3.45602
H6 4.42767 -6.04280 2.23772
H7 5.56725 -4.73296 0.55746
H8 4.60872 -2.60411 -0.20452
H9 3.44552 3.99559 -2.01022
H10 2.12506 6.14452 -1.52407
H11 0.13996 5.99235 -0.09331
H12 -0.43613 3.88023 1.05864
N4 -2.23202 -0.01931 4.04879
C15 -1.24224 0.76003 3.70484
N5 -0.29736 1.17625 4.54095
S1 -1.27872 1.39058 2.04283
H13 -2.30185 -0.42437 4.98793
H14 -2.84032 -0.34531 3.28788
H15 -0.24034 0.87568 5.49151
H16 0.41496 1.75689 4.13464
F1 2.54526 -0.13767 4.21631
B1 3.09031 1.05870 3.79011
F2 4.23424 0.89963 3.03792
F3 3.03206 2.03490 4.72781
F4 1.79739 1.67523 2.72871
C16 1.51952 -0.42834 -5.14056
O2 0.85638 -0.15910 -3.90728
C17 -0.39801 0.29275 -3.94155
O3 -1.03932 0.49951 -4.95212
C18 -0.91343 0.71848 -2.57404
C19 -2.20504 1.05298 -2.47504
As1 -3.76131 0.00566 -2.95992
C20 -2.91381 -1.54324 -3.85173
C21 -3.27661 -0.90591 -1.15929
C22 -2.15165 -0.88949 -0.42337
As2 -0.31071 -0.06212 -0.86421
C23 0.53187 -1.68755 -1.53708
C24 -2.22656 -1.61882 0.88794
O4 -3.18263 -1.43723 1.62695
O5 -1.25324 -2.46810 1.16630
C25 -1.33024 -3.14638 2.50052
C26 -4.42535 -1.71976 -0.65258
O6 -4.29122 -2.91344 -0.66532
O7 -5.63734 -1.19807 -0.35030
C27 -5.65016 0.21198 0.05431
C28 -2.51258 2.03687 -1.39439
O8 -1.71005 2.44760 -0.60560
O9 -3.72774 2.55699 -1.55715
C29 -4.09413 3.68164 -0.75102
H17 2.22976 0.34107 -5.36162
H18 0.76555 -0.47253 -5.93565
H19 2.04947 -1.39843 -4.99826
H20 -3.16124 -1.58930 -4.92449
H21 -3.33196 -2.42127 -3.33987
H22 -1.87039 -1.66252 -3.67299
H23 -0.07931 -2.02054 -2.38593
H24 0.46393 -2.40072 -0.74835
H25 1.53663 -1.43990 -1.87175
H26 -0.82564 -2.51476 3.25698
H27 -0.80874 -4.08562 2.36477
H28 -2.36139 -3.25559 2.72923
H29 -6.42307 0.33814 0.82577
H30 -5.91042 0.82887 -0.78678
H31 -4.72197 0.48090 0.50658
H32 -4.89226 4.18245 -1.28628
H33 -3.28809 4.35261 -0.69545
H34 -4.41440 3.31254 0.22461

The relative energy (zero: lowest compared OMol25 entry of this formula, charge and spin) comes out at 29.0 kcal/mol. As for the charge: +1. The calculation puts the LUMO energy (alpha / beta) at -3.824 / -3.846 eV. The spin multiplicity is 4.


Here is C29H34BaCl3FI2N4O3 as an isolated structure from the Open Molecules 2025 dataset. Energies are from ωB97M-V/def2-TZVPD.

Atoms and positions in Å:
Ba1 0.10225 3.01808 2.07562
C1 4.31603 1.44604 3.33667
C2 3.31312 0.29338 3.34219
C3 3.03384 -0.17686 1.91641
C4 2.04432 0.61569 4.12811
C5 2.08207 1.46348 5.23632
C6 0.97198 1.64444 6.05205
C7 -0.23184 0.99901 5.79001
C8 -1.41262 1.12020 6.71594
C9 -0.29151 0.19279 4.65594
C10 0.82194 -0.00245 3.84890
H1 5.17718 1.19118 2.71741
H2 4.69672 1.67589 4.33035
H3 3.87495 2.36068 2.93370
H4 3.79016 -0.53954 3.87071
H5 2.45488 0.55824 1.35042
H6 2.48483 -1.11912 1.89172
H7 3.97429 -0.34004 1.38799
H8 3.00018 1.96953 5.50122
H9 1.05473 2.28796 6.92026
H10 -2.34798 1.24458 6.16788
H11 -1.30249 1.95881 7.40357
H12 -1.51592 0.21807 7.32135
H13 -1.21578 -0.32210 4.41767
H14 0.73059 -0.67338 3.00560
I1 -1.32915 4.11165 4.84116
C11 -1.52772 5.91803 3.74979
I2 0.25770 6.50464 2.76895
H15 -1.78121 6.69979 4.45374
H16 -2.29430 5.77810 2.99774
C12 -2.72608 0.94413 -4.94529
C13 -3.45991 0.62336 -3.65737
N1 -2.56764 0.64153 -2.48318
C14 -2.52331 1.76312 -1.72886
C15 -1.71268 1.90301 -0.65284
C16 -1.55853 3.11799 0.22287
O1 -0.56262 3.84695 -0.01562
O2 -2.17998 3.15427 1.30812
C17 -0.84739 0.84423 -0.25810
O3 -0.10457 0.97409 0.75000
C18 -0.87275 -0.34861 -1.07951
C19 -0.03770 -1.43231 -0.77359
C20 -0.07275 -2.54687 -1.55103
F1 0.76801 -3.56838 -1.28866
C21 -0.94542 -2.66740 -2.64903
C22 -1.76152 -1.60177 -2.95593
C23 -1.73515 -0.42571 -2.18462
N2 -1.01858 -3.83719 -3.45731
C24 -0.41137 -3.74265 -4.77453
C25 -1.03013 -4.76815 -5.70173
N3 -0.85505 -6.14042 -5.09255
C26 -1.45056 -6.20198 -3.70273
C27 -0.78956 -5.13788 -2.85224
H17 -3.41629 0.90806 -5.78736
H18 -1.91639 0.23834 -5.13388
H19 -2.29349 1.94357 -4.90562
H20 -3.96069 -0.34292 -3.69070
H21 -4.23976 1.35489 -3.45532
H22 -3.19212 2.55312 -2.04549
H23 0.64342 -1.36224 0.06439
H24 -2.44275 -1.70610 -3.78644
H25 0.68012 -3.89218 -4.72972
H26 -0.57974 -2.75503 -5.19990
H27 -0.56727 -4.78306 -6.68607
H28 -2.10472 -4.62274 -5.79623
H29 0.14417 -6.35490 -5.03366
H30 -1.26986 -6.85388 -5.69380
H31 -1.28241 -7.20730 -3.32258
H32 -2.51698 -6.02189 -3.82489
H33 0.27818 -5.37050 -2.73820
H34 -1.23401 -5.17554 -1.85930
Cl1 3.82888 4.43975 -2.18160
C28 4.45540 4.10713 -0.57284
Cl2 5.18617 5.53193 0.13739
Cl3 5.58443 2.75864 -0.59405
C29 3.30430 3.71515 0.27552
N4 2.43540 3.40758 0.95469

The relative energy (zero: lowest compared OMol25 entry of this formula, charge and spin) comes out at 37.3 kcal/mol. As for the charge: +2. The calculation puts the LUMO energy at -4.751 eV.


Here is C29H34Cl2N5O6PSV as an isolated structure from the Open Molecules 2025 dataset. Energies are from ωB97M-V/def2-TZVPD.

Atoms and positions in Å:
V1 -0.68120 -0.34780 0.81406
O1 -0.92317 -1.23145 2.63955
C1 -0.96065 -0.64753 3.78320
C2 -0.90713 -1.44192 4.96240
C3 -0.87936 -0.90252 6.21914
C4 -0.93314 0.49020 6.40857
C5 -1.05167 1.28729 5.29745
C6 -1.08052 0.76800 3.98387
C7 -1.26588 1.73648 2.92322
N1 -1.26890 1.47916 1.66481
N2 -1.39641 2.55887 0.80793
C8 -1.16773 2.17992 -0.42789
O2 -0.82376 1.00585 -0.81174
C9 -1.38794 3.22609 -1.47181
C10 -1.79290 2.84735 -2.74745
C11 -2.01479 3.80188 -3.72907
C12 -1.82183 5.14696 -3.44659
C13 -1.42457 5.53177 -2.17239
C14 -1.21786 4.57779 -1.18794
H1 -0.83552 -2.51132 4.81355
H2 -0.80858 -1.55867 7.07810
H3 -0.91994 0.91868 7.40122
H4 -1.15746 2.36185 5.41831
H5 -1.39514 2.78174 3.21822
H6 -1.95556 1.79679 -2.94994
H7 -2.34402 3.49729 -4.71444
H8 -1.98874 5.89292 -4.21265
H9 -1.27893 6.57998 -1.94535
H10 -0.92549 4.86592 -0.18792
Cl1 1.30547 -4.84827 -1.06569
C15 -0.32205 -4.25490 -1.10698
C16 -1.29375 -5.04417 -1.74713
C17 -2.57780 -4.60410 -1.85106
Cl2 -3.75012 -5.58805 -2.66924
C18 -2.96176 -3.35287 -1.30834
C19 -4.26241 -2.80823 -1.40063
C20 -4.51880 -1.57907 -0.86179
C21 -3.48827 -0.88845 -0.21029
N3 -2.26778 -1.37327 -0.08891
C22 -1.98420 -2.59246 -0.63735
C23 -0.63470 -3.04120 -0.55101
O3 0.22569 -2.18514 0.02015
H11 -1.00128 -5.99559 -2.16704
H12 -5.03502 -3.37065 -1.90485
H13 -5.49972 -1.13110 -0.92470
H14 -3.66114 0.08597 0.22899
N4 1.88838 1.74114 3.51768
C24 3.13087 1.04268 3.02701
P1 2.35245 -0.46893 2.26249
O4 2.07662 -1.38344 3.39499
O5 1.26326 0.25106 1.47887
C25 3.44789 -1.29005 1.07460
N5 2.75546 -2.56298 0.79351
H15 1.42457 1.20177 4.26222
H16 1.21901 1.69898 2.71081
H17 2.03443 2.69750 3.83078
H18 3.76728 0.80010 3.87309
H19 3.63591 1.70476 2.32721
H20 4.44885 -1.42929 1.49604
H21 3.50071 -0.72056 0.14751
H22 1.18718 -2.47962 0.23870
H23 2.64683 -3.07921 1.66358
H24 3.29189 -3.12684 0.14538
C26 4.01063 0.21891 -4.17676
C27 3.44143 1.18902 -3.15616
S1 2.10397 0.46586 -2.15560
O6 2.57613 -0.91986 -1.82510
C28 0.85026 0.32152 -3.48014
C29 0.16131 -1.02843 -3.41326
H25 4.95896 0.58822 -4.56667
H26 3.33704 0.07715 -5.02054
H27 4.18153 -0.74959 -3.70720
H28 3.03807 2.10109 -3.60270
H29 4.19480 1.48533 -2.42478
H30 1.31545 0.49991 -4.44817
H31 0.14965 1.12399 -3.26621
H32 0.87804 -1.84389 -3.49540
H33 -0.56599 -1.10859 -4.22215
H34 -0.36641 -1.13772 -2.46620

The relative energy (zero: lowest compared OMol25 entry of this formula, charge and spin) comes out at 30.9 kcal/mol. The calculation puts the LUMO energy (alpha / beta) at -0.142 / -0.208 eV. The spin multiplicity is 4.